DFT (ωB97M-V/def2-TZVPD) results for a structure of composition C4H5NO.

Element x y z (Å)
O: -0.654 1.426 -0.733
C: -0.984 0.557 0.149
C: -0.284 -1.304 -0.585
C: -0.007 -0.443 0.466
C: 1.621 0.773 0.357
N: 2.623 1.068 0.875
H: 0.391 1.393 -0.666
H: -1.947 0.654 0.643
H: -0.305 -2.379 -0.428
H: -0.423 -0.947 -1.598
H: 0.041 -0.861 1.468

The calculation puts the frontier orbital gap at 8.8847 eV. The max |F| is 1.184 eV/Å. Its LUMO energy is -0.00850 Ha. For the energy above the lowest of the compared OMol25 structures with the same formula, charge and spin, the calculation gives 106.26 kcal per mole. As for the molecular weight: 83.09 g mol⁻¹. Its HOMO energy is -0.3350 hartree.

DFT (ωB97M-V/def2-TZVPD) results for a cluster of 2 separate species, CH3FOS in total.

Element x y z (Å)
C: 0.983 0.438 -0.148
O: -1.865 -1.087 -0.301
F: -2.858 -0.799 0.532
S: 0.180 0.015 1.383
H: 1.029 -0.420 -0.834
H: 2.073 0.583 -0.033
H: 0.458 1.270 -0.599

The calculation puts the frontier orbital gap (spin up / spin down) at 10.4657 / 6.8562 eV. The max |F| is 1.827 eV/Å. The expectation value of S² is 2.01. Its LUMO energy (spin up / spin down) is 0.03610 / -0.08015 Ha. As for the multiplicity: 3. For the energy above the lowest of the compared OMol25 structures with the same formula, charge and spin, the calculation gives 71.66 kcal per mole. As for the molecular weight: 82.10 g mol⁻¹. Its HOMO energy (spin up / spin down) is -0.3485 / -0.3321 hartree.

DFT (ωB97M-V/def2-TZVPD) results for the ion C5H6N with charge +1.

Element x y z (Å)
C: 1.288 0.295 -0.024
C: 2.309 -0.511 0.017
C: -1.639 -0.230 0.031
C: -0.926 1.207 -0.011
C: -1.128 -1.366 -0.045
N: 0.432 1.138 -0.027
H: 2.766 -0.913 -0.871
H: 2.738 -0.800 0.964
H: -2.692 -0.001 0.134
H: -0.574 -2.264 -0.127
H: -1.307 1.693 -0.917
H: -1.268 1.753 0.874

The calculation puts the frontier orbital gap (spin up / spin down) at 6.6783 / 6.9200 eV. The total charge is +1. The max |F| is 1.582 eV/Å. Its LUMO energy (spin up / spin down) is -0.26407 / -0.25860 Ha. For the energy above the lowest of the compared OMol25 structures with the same formula, charge and spin, the calculation gives 120.83 kcal per mole. As for the molecular weight: 80.11 g mol⁻¹. Its HOMO energy (spin up / spin down) is -0.5095 / -0.5129 hartree.